No. 1
The following is a quantum chemistry calculation of C5H13N3RuS3 as an isolated structure, from OMol25.

```
25
Properties=species:S:1:pos:R:3:forces:R:3:lowdin_spin:R:1
H -2.30157 -2.90077 -0.54405 0.0 0.1 0.1 0.0002
C -1.80215 0.45619 2.08765 0.3 -0.2 0.5 0.0004
C -2.56445 -0.86523 0.11106 0.0 -0.5 -0.1 -0.0006
C -0.80500 -0.45949 2.80630 -0.6 0.1 0.0 -0.0011
S 1.07543 2.26111 0.07454 0.1 -1.4 1.0 0.1989
H -0.72883 -1.68389 -1.79764 0.2 -0.2 0.3 0.0009
H -1.08852 -1.50566 2.67411 0.1 0.1 0.1 0.0001
H 0.92339 0.61892 2.58371 0.1 -0.3 -0.2 0.0016
H 1.17084 -1.01680 2.55636 0.0 0.2 -0.3 0.0003
N -1.78826 0.27759 0.62737 0.0 0.7 -0.7 -0.0020
H -2.96829 -0.58605 -0.86887 0.1 0.0 0.2 -0.0001
H -1.40489 -2.51865 0.92722 0.0 0.0 -0.1 0.0001
H -2.17369 1.13136 0.21959 0.0 -0.3 0.2 -0.0005
Ru 0.29373 0.14571 -0.13061 0.9 -0.6 2.3 0.7300
H -2.80357 0.27456 2.49376 0.1 0.1 0.0 0.0000
S 2.48915 -0.09149 -0.75740 -0.6 0.3 1.2 0.0855
H -0.83219 -0.23073 3.87833 0.0 -0.1 -0.1 -0.0007
S 3.90060 2.59648 -0.65085 -1.2 -2.0 2.0 -0.0548
N 0.54111 -0.27218 2.26169 -0.2 0.4 -1.7 -0.0134
C -1.70559 -2.12774 -0.04675 -0.5 0.1 0.1 0.0018
H -1.52637 1.49438 2.28410 -0.1 0.0 0.0 0.0003
C 2.72072 1.51364 -0.03520 1.4 3.1 -4.3 0.0438
H -3.40996 -1.09135 0.77078 0.0 0.0 -0.1 -0.0002
N -0.49020 -1.81628 -0.80907 0.3 0.2 -0.4 0.0081
H 0.16652 -2.59621 -0.76227 -0.1 0.2 -0.1 0.0012
```
Positions in Å, forces in eV/Å.

HOMO-LUMO gap (alpha / beta)	5.959 / 6.116	eV
lowest unoccupied orbital energy (alpha / beta)	-5.4 / -5.2	eV
2S+1	2
total energy	-1651.7616	Ha
total charge	+1
energy above the lowest of the compared OMol25 structures with the same formula, charge and spin	1.2134	eV

No. 2
The following is a quantum chemistry calculation of a 2-piece molecular cluster, C5H13N4O4S overall, from OMol25.

```
27
Properties=species:S:1:pos:R:3:forces:R:3:mulliken_charge:R:1
N -2.07724 -1.52069 -1.00626 -0.2 0.1 0.0 -0.0902
H 1.79264 -1.98627 -2.30914 0.1 0.1 0.0 0.3456
H 1.20972 -3.57987 -1.83811 -0.1 0.0 0.0 0.3965
H -2.96763 0.35673 0.57831 0.0 0.2 0.0 0.2603
C 3.18990 -1.60018 -0.24567 0.0 0.1 0.1 -0.6259
C 0.21672 1.98891 0.75678 0.2 0.1 -0.1 -0.8217
H -1.36804 -3.06836 -2.22656 -0.2 0.0 0.0 0.2313
H 4.15349 -2.09790 -0.16186 0.0 0.0 0.0 0.2658
H 0.40357 1.48174 -0.18181 -0.1 -0.1 0.0 0.2855
C 1.36524 -2.55897 -1.48025 0.0 -0.1 0.0 -0.4451
H 1.07182 1.84992 1.41445 0.0 0.1 0.0 0.3430
H 3.19745 -0.93076 -1.10562 0.0 0.0 -0.1 0.3250
O -0.92794 5.17371 1.34955 0.2 -0.1 -0.2 -0.6265
C 0.04437 -1.93997 -1.12297 0.0 0.2 0.2 0.4578
O -2.10800 2.30963 1.91454 -0.3 0.0 -0.3 -0.7130
O -0.66253 0.47410 2.70139 0.1 -0.2 -0.2 -0.6052
N -0.09120 -0.92716 -0.27692 0.3 0.0 0.0 -0.3131
N -1.14115 -2.32807 -1.58107 0.1 -0.2 -0.2 -0.0665
H -3.06674 -1.61498 -1.16819 0.0 -0.1 -0.1 0.1920
H -1.41256 4.34767 1.43389 -0.3 0.0 0.2 0.3193
H -1.52441 5.85051 1.68298 0.0 0.0 0.0 0.3097
C -1.39567 -0.68001 -0.21114 0.0 -0.1 0.4 0.4330
S -1.13984 1.29614 1.64612 0.3 0.2 0.9 1.3289
H 0.01279 3.04433 0.59267 0.0 0.0 0.0 0.3416
N -1.96176 0.26374 0.55021 -0.2 0.1 -0.5 -0.3624
O 2.17156 -2.59363 -0.35837 0.1 -0.2 0.0 -0.4046
H 3.01545 -1.01030 0.65308 0.0 0.0 0.0 0.2391
```
Positions in Å, forces in eV/Å.

HOMO-LUMO gap	10.144	eV
lowest unoccupied orbital energy	-3.5	eV
2S+1	1
total energy	-1116.2005	Ha
total charge	+1